ORCA calculation (wB97M-V/def2-TZVPD) on a molecular structure, C2H5ClN2O in a non-equilibrium geometry.

Geometry as XYZ:
```
11
Properties=species:S:1:pos:R:3:nbo_charge:R:1
H 2.05305 -1.83325 0.65130 0.20
C 1.21875 -1.81499 1.21020 -0.21
H -1.02770 0.57549 -1.49668 0.38
N -0.57957 -0.42806 -0.96300 -0.55
N -1.33833 2.88418 -0.76675 -1.07
H 1.57278 -1.91022 2.14336 0.21
H 0.38763 -2.45604 1.00860 0.21
C -0.07515 -0.28250 0.10985 0.78
H -0.84628 3.77002 -0.99528 0.32
O 0.50793 -0.51013 1.17985 -0.45
Cl -1.87311 2.00549 -2.08144 0.17
```

E_LUMO (spin up / spin down) ... -0.57 / -0.57 eV
Energy above the lowest of the compared OMol25 structures with the same formula, charge and spin ... 603.4 kJ/mol



ORCA calculation (wB97M-V/def2-TZVPD) on a single C2H5ClN2S molecule in a non-equilibrium geometry.

Geometry as XYZ:
```
11
Properties=species:S:1:pos:R:3:nbo_charge:R:1
C 1.52546 0.31639 0.69334 0.54
N 0.44062 -0.35147 0.94040 -0.79
C -2.01941 -0.21812 -0.99085 -0.76
N 1.70238 1.35194 0.05184 -0.72
H -1.55974 0.33034 -1.79540 0.23
H -3.10811 -0.08679 -0.80993 0.25
H 0.80747 -1.36991 1.16359 0.43
H 2.61149 1.56124 -0.36451 0.39
H -2.18526 -1.28001 -1.28852 0.22
S -1.28627 0.05835 0.71611 0.42
Cl 3.07138 -0.31196 1.68392 -0.22
```

SMILES ... [H]/N=C(\Cl)NSC
E_LUMO ... 0.37 eV
Energy above the lowest of the compared OMol25 structures with the same formula, charge and spin ... 142.8 kJ/mol



ORCA calculation (wB97M-V/def2-TZVPD) on a single C2H5ClN2S molecule in a non-equilibrium geometry.

Geometry as XYZ:
```
11
Properties=species:S:1:pos:R:3:nbo_charge:R:1
N 1.41352 1.60886 -0.20170 -0.70
H -0.18449 -3.09602 -0.75009 0.24
C 0.41258 1.63815 0.53130 0.42
H 1.85615 2.47297 -0.47467 0.37
H -1.10265 0.70739 1.47440 0.39
H -1.29107 -1.83382 -1.35509 0.22
N -0.34544 0.48676 0.84414 -0.77
H 0.48558 -1.54058 -1.30032 0.25
Cl -0.40122 3.07106 1.18332 -0.06
C -0.36231 -2.02448 -0.82748 -0.77
S -0.48065 -1.49029 0.87619 0.41
```

SMILES ... [H]/N=C(\Cl)NSC
E_LUMO ... -0.22 eV
Energy above the lowest of the compared OMol25 structures with the same formula, charge and spin ... 115.3 kJ/mol



ORCA calculation (wB97M-V/def2-TZVPD) on a single C2H5ClO2S molecule in a non-equilibrium geometry.

Geometry as XYZ:
```
11
Properties=species:S:1:pos:R:3:nbo_charge:R:1
O -0.02079 1.80444 -0.49449 -0.94
H 1.07184 -1.06947 -1.14520 0.23
C 1.91981 -0.39981 -0.83541 -0.58
O -0.41659 -0.26114 0.85032 -0.74
C -1.85753 -0.05137 0.64543 -0.29
H -2.53038 -0.39777 1.50862 0.21
H -2.06348 -0.65703 -0.27665 0.20
H 2.52917 0.20448 -1.53807 0.23
Cl 3.00490 -1.05333 0.35750 -0.03
S 0.62708 0.87990 0.39347 1.49
H -2.26402 1.00110 0.53449 0.22
```

E_LUMO ... 0.61 eV
Energy above the lowest of the compared OMol25 structures with the same formula, charge and spin ... 131.8 kJ/mol



ORCA calculation (wB97M-V/def2-TZVPD) on 2 unconnected molecules or ions with the total composition C2H5ClO2S2 in a non-equilibrium geometry.

Geometry as XYZ:
```
12
Properties=species:S:1:pos:R:3:nbo_charge:R:1
O 0.70288 0.34885 2.61747 -0.84
C 0.88430 1.68296 0.31201 -0.78
H 0.36614 1.71879 -0.63790 0.25
C -0.98063 -2.45115 0.08765 -0.57
H 1.91012 1.35924 0.19598 0.25
S 0.02339 0.40231 1.35340 1.95
S 0.53768 -1.93988 -0.70711 -0.08
O -1.38491 0.70450 1.31913 -0.85
H 0.82038 2.63112 0.83697 0.25
H -1.79798 -1.81836 -0.25002 0.23
Cl -0.86445 -2.28164 1.86462 -0.03
H -1.17427 -3.49726 -0.14115 0.24
```

E_LUMO (spin up / spin down) ... -3.09 / -3.09 eV
Energy above the lowest of the compared OMol25 structures with the same formula, charge and spin ... 166.9 kJ/mol



ORCA calculation (wB97M-V/def2-TZVPD) on a single C2H5ClOS molecule in a non-equilibrium geometry.

Geometry as XYZ:
```
10
Properties=species:S:1:pos:R:3:nbo_charge:R:1
H -1.02368 -1.14172 -1.29893 0.24
C -0.95552 -1.08791 -0.20139 -0.72
H 1.55350 0.66239 -1.26570 0.25
C 1.55162 0.43218 -0.14731 -1.00
H 2.30022 1.02310 0.40104 0.26
H -0.25911 -1.86686 0.08684 0.25
H -1.87060 -0.99892 0.16336 0.23
O -0.16461 0.47094 1.85339 -0.91
Cl -1.16611 2.10431 -0.04914 -0.35
S 0.03430 0.40248 0.45785 1.75
```

SMILES ... C=[S@@](C)(=O)Cl
E_LUMO ... -0.07 eV
Energy above the lowest of the compared OMol25 structures with the same formula, charge and spin ... 274.7 kJ/mol



ORCA calculation (wB97M-V/def2-TZVPD) on 2 unconnected molecules or ions with the total composition C2H5ClOS in a non-equilibrium geometry.

Geometry as XYZ:
```
10
Properties=species:S:1:pos:R:3:nbo_charge:R:1
H -1.82051 -1.87493 0.16740 0.42
H -1.29113 1.81346 -1.84544 0.10
H 0.72296 -0.24307 -1.60721 0.21
C 0.62447 0.53192 -0.97522 -0.41
Cl 2.07019 0.74494 0.04656 -0.07
O -1.12985 -1.66197 -0.53284 -0.44
C -0.57112 0.50813 -0.23334 -0.38
S -1.89441 1.45815 -0.73590 0.15
H -0.57011 0.30386 0.77326 0.21
H 0.53996 1.43629 -1.62362 0.20
```

2S+1 ... 3
E_LUMO (spin up / spin down) ... 0.68 / -2.44 eV
Expectation value of S² ... 2.008
Energy above the lowest of the compared OMol25 structures with the same formula, charge and spin ... 142.7 kJ/mol



ORCA calculation (wB97M-V/def2-TZVPD) on 2 unconnected molecules or ions with the total composition C2H5ClS2 in a non-equilibrium geometry.

Geometry as XYZ:
```
10
Properties=species:S:1:pos:R:3:nbo_charge:R:1
C -0.73863 1.12160 0.63201 -0.47
H -1.60645 0.60931 0.24432 0.21
S -0.10767 -1.58587 1.36103 0.07
H -1.31398 -1.30453 0.82186 0.13
S 0.31957 -1.00851 -2.13179 -0.30
H -0.58530 2.17409 0.61787 0.24
C 0.14484 0.22074 1.11599 -0.16
Cl 1.77825 0.72922 1.59261 -0.01
H 0.78061 -0.07922 -1.25566 0.16
H 1.32875 -0.87683 -2.99826 0.14
```

SMILES ... C=C(S)Cl.S
E_LUMO ... 0.65 eV
Energy above the lowest of the compared OMol25 structures with the same formula, charge and spin ... 153.4 kJ/mol



ORCA calculation (wB97M-V/def2-TZVPD) on 2 unconnected molecules or ions with the total composition C2H5ClS2 in a non-equilibrium geometry.

Geometry as XYZ:
```
10
Properties=species:S:1:pos:R:3:nbo_charge:R:1
S -5.41406 0.36986 -0.86308 0.15
S -0.61005 -2.34681 -0.03622 0.05
H 1.60111 0.03815 1.39217 0.24
C 0.61652 -1.25860 -0.09356 -0.23
Cl -4.55296 -0.13644 0.91295 -0.26
H 1.03711 0.85621 -0.20238 0.23
H 0.00832 0.34250 1.09017 0.22
H -4.36226 0.98953 -1.43194 0.11
H 1.53312 -1.32133 -0.65223 0.17
C 0.84166 0.04037 0.59711 -0.68
```

2S+1 ... 3
E_LUMO (spin up / spin down) ... -0.22 / -2.75 eV
Expectation value of S² ... 2.007
Energy above the lowest of the compared OMol25 structures with the same formula, charge and spin ... 0.0 kJ/mol



ORCA calculation (wB97M-V/def2-TZVPD) on a molecular structure, C2H5CrFO2 in a non-equilibrium geometry.

Geometry as XYZ:
```
11
Properties=species:S:1:pos:R:3:nbo_charge:R:1
F 2.06967 -1.40619 -1.81490 -0.89
C -1.03085 0.78554 -0.29057 0.24
H 1.27932 0.56477 1.08426 0.19
Cr -0.35009 -0.90455 -2.02165 1.54
H -1.85906 0.77415 0.45114 0.13
H 1.28871 -1.19402 1.11167 0.23
H -0.39293 1.67739 -0.09762 0.13
C 0.62319 -0.32032 1.12474 -0.25
H 0.00454 -0.25144 2.03375 0.18
O -1.42173 0.66128 -1.57057 -0.87
O -0.21078 -0.38659 -0.01025 -0.62
```

2S+1 ... 5
E_LUMO (spin up / spin down) ... -1.46 / -1.28 eV
Expectation value of S² ... 6.014



ORCA calculation (wB97M-V/def2-TZVPD) on 2 unconnected molecules or ions with the total composition C2H5F2N in a non-equilibrium geometry.

Geometry as XYZ:
```
10
Properties=species:S:1:pos:R:3:nbo_charge:R:1
H 1.64888 0.05317 1.51683 0.09
C 1.39232 0.21403 0.46852 0.51
F 2.15099 -0.52005 -0.34331 -0.37
N -0.41790 -0.66977 0.37291 -0.36
H -2.30681 -0.23856 -0.24110 0.22
H -1.06713 0.28450 -1.48883 0.22
C -1.34189 0.11148 -0.38103 -0.50
F 1.44839 1.42348 0.05452 -0.34
H -1.37072 1.01816 0.08705 0.20
H -0.13612 -1.67645 -0.04555 0.33
```

2S+1 ... 3
E_LUMO (spin up / spin down) ... 1.08 / -1.40 eV
Expectation value of S² ... 2.007
Energy above the lowest of the compared OMol25 structures with the same formula, charge and spin ... 178.2 kJ/mol



ORCA calculation (wB97M-V/def2-TZVPD) on a single C2H5F2P molecule in a non-equilibrium geometry.

Geometry as XYZ:
```
10
Properties=species:S:1:pos:R:3:nbo_charge:R:1
C 1.51356 0.54944 -0.05568 -0.72
H 2.32601 -0.12785 0.19635 0.24
F -2.99572 0.34133 -0.76609 -0.64
P -1.40335 -0.13614 0.02985 0.95
C 0.36235 -0.44840 0.04846 0.07
H -1.84668 -1.36139 0.37547 -0.02
F 0.53223 -1.67566 -0.53101 -0.37
H 1.76969 0.84028 -1.16690 0.24
H -1.41563 0.67277 1.17168 -0.02
H 1.15755 1.34563 0.69786 0.25
```

SMILES ... CC(F)=[PH2]F
E_LUMO ... 0.00 eV
Energy above the lowest of the compared OMol25 structures with the same formula, charge and spin ... 212.3 kJ/mol



ORCA calculation (wB97M-V/def2-TZVPD) on a single C2H5F3N2O2S molecule in a non-equilibrium geometry.

Geometry as XYZ:
```
15
Properties=species:S:1:pos:R:3:nbo_charge:R:1
H -0.83036 -0.82429 1.93366 0.20
O 1.50319 -1.76152 -0.05311 -0.91
N 0.14423 -0.80049 -1.86517 -1.08
N 0.06768 0.49277 0.50479 -0.66
H 0.33046 -0.08325 -2.58629 0.42
F -1.57294 1.78226 1.11113 -0.30
C -1.10815 1.08530 0.11707 1.07
O 2.30140 0.42220 -0.91848 -0.86
C 0.04545 -0.19144 1.77076 -0.44
H 0.99204 -0.74572 1.70367 0.24
F -2.17074 0.26228 -0.32129 -0.37
H -0.08193 -1.71444 -2.24984 0.44
F -0.94459 1.87412 -0.92126 -0.32
S 1.20558 -0.49374 -0.67492 2.35
H 0.11868 0.69597 2.44931 0.22
```

SMILES ... CN(C(F)(F)F)S(N)(=O)=O
E_LUMO ... 0.27 eV
Energy above the lowest of the compared OMol25 structures with the same formula, charge and spin ... 0.0 kJ/mol



ORCA calculation (wB97M-V/def2-TZVPD) on 2 unconnected molecules or ions with the total composition C2H5FIN in a non-equilibrium geometry.

Geometry as XYZ:
```
10
Properties=species:S:1:pos:R:3:nbo_charge:R:1
H -0.90184 0.98144 0.59692 0.23
N -0.91833 -0.80048 -0.25122 -0.23
H -0.12187 0.96542 -0.84397 0.22
C -0.25799 0.36980 0.03909 -0.30
H 1.64095 -0.25809 0.10467 0.20
C 1.09731 0.12770 0.83899 -0.55
F -2.42948 0.13881 -1.52704 -0.54
H 1.27981 1.12468 1.01151 0.23
H 0.88039 -0.54415 1.61764 0.22
I -0.26896 -2.10512 -1.58660 0.52
```

E_LUMO (spin up / spin down) ... -2.54 / -2.54 eV
Energy above the lowest of the compared OMol25 structures with the same formula, charge and spin ... 504.3 kJ/mol



ORCA calculation (wB97M-V/def2-TZVPD) on a single C2H5FN2 molecule in a non-equilibrium geometry.

Geometry as XYZ:
```
10
Properties=species:S:1:pos:R:3:nbo_charge:R:1
C -0.87030 0.68677 0.24869 -0.02
N 0.32388 -1.34023 -0.05075 -0.78
H -0.40677 -1.53718 -0.79318 0.36
H -1.05158 1.56267 -0.36606 0.18
H 1.00882 -1.89512 -0.64282 0.39
C 0.42710 0.01367 -0.06703 0.35
H -1.14153 0.98817 1.26209 0.20
F -1.82901 -0.24100 -0.05731 -0.36
H 1.93030 1.40259 0.47584 0.33
N 1.60910 0.35965 -0.00946 -0.65
```

SMILES ... [H]/N=C(/N)CF
E_LUMO ... 0.94 eV
Energy above the lowest of the compared OMol25 structures with the same formula, charge and spin ... 162.3 kJ/mol



ORCA calculation (wB97M-V/def2-TZVPD) on a gas-phase ion, C2H5FNO (charge -1) in a non-equilibrium geometry.

Geometry as XYZ:
```
10
Properties=species:S:1:pos:R:3:nbo_charge:R:1
H -0.43122 -1.03461 -1.24565 0.17
H 0.21114 1.39715 -0.62785 0.19
H -0.38107 1.14030 1.18961 0.13
C -0.99669 -0.42372 -0.45375 0.03
H -1.91205 -0.08011 -0.98704 0.13
C 0.00390 0.58622 0.11016 -0.28
F -1.34691 -1.43238 0.44044 -0.39
O 2.32855 0.07147 -0.27649 -0.87
N 1.15054 -0.25082 0.42464 -0.38
H 1.37381 0.02650 1.42592 0.27
```

SMILES ... [O-]NCCF
E_LUMO ... 4.48 eV
Charge ... -1
Energy above the lowest of the compared OMol25 structures with the same formula, charge and spin ... 432.9 kJ/mol



ORCA calculation (wB97M-V/def2-TZVPD) on 2 unconnected molecules or ions with the total composition C2H5FO in a non-equilibrium geometry.

Geometry as XYZ:
```
9
Properties=species:S:1:pos:R:3:nbo_charge:R:1
C -1.54304 -0.11384 0.06822 -0.17
H 1.44197 -1.11306 0.18270 0.53
C 1.60605 0.94815 -0.08373 0.11
O 1.95980 -0.32725 -0.13847 -0.68
F -1.01024 -1.24969 0.65284 -0.40
H -1.63173 -0.33950 -0.97259 0.15
H -0.76147 0.73888 0.00089 0.21
H 2.53756 1.51710 -0.28237 0.08
H -2.59890 -0.06079 0.57250 0.17
```

E_LUMO ... 0.49 eV
Energy above the lowest of the compared OMol25 structures with the same formula, charge and spin ... 359.4 kJ/mol



ORCA calculation (wB97M-V/def2-TZVPD) on 2 unconnected molecules or ions with the total composition C2H5FO2 in a non-equilibrium geometry.

Geometry as XYZ:
```
10
Properties=species:S:1:pos:R:3:nbo_charge:R:1
C 0.95594 -0.13232 -1.06401 0.41
O 1.18105 -1.07629 -1.68724 -0.46
H -0.20539 1.39597 -0.39673 0.17
O -0.52106 -0.36422 1.85990 -0.96
H 0.31766 -0.82269 1.70509 0.48
H 1.76172 0.16982 -0.36553 0.08
F -1.32043 0.22815 -1.93684 -0.39
H -0.42937 0.34983 2.57939 0.49
C -0.52906 0.41810 -0.69166 -0.07
H -1.21105 -0.16637 -0.00235 0.26
```

SMILES ... O=CCF.O
E_LUMO ... 0.37 eV
Energy above the lowest of the compared OMol25 structures with the same formula, charge and spin ... 252.3 kJ/mol



ORCA calculation (wB97M-V/def2-TZVPD) on 2 unconnected molecules or ions with the total composition C2H5FS in a non-equilibrium geometry.

Geometry as XYZ:
```
9
Properties=species:S:1:pos:R:3:nbo_charge:R:1
C 0.67726 -0.20168 0.85215 -0.74
S -2.29208 0.69636 -0.34700 -0.37
H -0.00546 0.44809 1.40290 0.26
H -2.61112 -0.27977 -1.19543 0.10
C 0.58624 0.04606 -0.59622 0.41
H 0.48587 -0.70562 -1.36107 0.17
F 1.05144 1.19827 -1.04834 -0.31
H 1.68056 0.03327 1.22279 0.23
H 0.42728 -1.23497 1.07021 0.24
```

E_LUMO (spin up / spin down) ... -0.19 / -1.67 eV
Energy above the lowest of the compared OMol25 structures with the same formula, charge and spin ... 234.2 kJ/mol



ORCA calculation (wB97M-V/def2-TZVPD) on a single C2H5I molecule in a non-equilibrium geometry.

Geometry as XYZ:
```
8
Properties=species:S:1:pos:R:3:nbo_charge:R:1
H -1.11957 -0.84389 -0.90417 0.22
H 1.28379 -0.11883 -0.76565 0.22
C -0.83380 0.11339 -0.35724 -0.63
H 0.85661 -1.27146 0.62366 0.23
H -0.78371 1.05302 -0.96962 0.22
C 0.61505 -0.27060 0.17230 -0.51
H -1.40129 0.24578 0.52155 0.21
I 1.38292 1.09260 1.67917 0.03
```

SMILES ... CCI
E_LUMO ... 0.55 eV
Energy above the lowest of the compared OMol25 structures with the same formula, charge and spin ... 4.2 kJ/mol